one.
C15H19F6IrN8O4S2 as an isolated structure. Source: the OMol25 dataset; level of theory: the ωB97M-V functional and the def2-TZVPD basis.

Geometry as ORCA input:
```
! wB97M-V def2-TZVPD RIJCOSX def2/J DEFGRID3
* xyz 3 2
Ir 0.14554 -1.04090 0.38186
N 3.99829 -2.44580 0.11838
C 4.37511 -1.12517 -0.05087
C 3.24332 -0.39099 -0.00390
N 2.16747 -1.25353 0.21183
C 2.68381 -2.49082 0.27469
C 1.71623 -3.54673 0.39356
N 0.44837 -3.13859 0.38510
C -0.32390 -4.27882 0.41567
C 0.50111 -5.36034 0.45408
N 1.78198 -4.87811 0.43996
H 4.63882 -3.22987 0.12728
H 5.40224 -0.83450 -0.19528
H 3.13875 0.67292 -0.10674
H -1.39182 -4.28553 0.35952
H 0.28054 -6.41418 0.48803
H 2.61408 -5.45320 0.45047
F -4.41481 1.95094 1.97403
C -3.28226 1.43224 2.35841
F -2.42108 2.36720 2.73447
F -3.44044 0.53642 3.29895
S -2.52032 0.61982 0.85847
O -1.27074 -0.02751 1.46744
O -2.21177 1.63094 -0.10066
N -3.55598 -0.46099 0.44283
S -3.00814 -1.86618 0.03271
O -1.56324 -1.68350 -0.48600
O -3.78317 -2.59360 -0.88778
C -3.05486 -2.80683 1.68488
F -3.36276 -4.05553 1.42735
F -1.86975 -2.73544 2.28815
F -3.96840 -2.23981 2.42385
C -0.12825 3.01372 -3.40310
C -0.69518 1.62308 -3.21032
N -0.04449 0.99958 -2.04820
C 0.29144 1.69184 -0.97187
N 0.63289 0.95353 0.17284
C 1.07810 1.64771 1.37450
C 1.69900 2.99641 1.08358
C 0.74541 3.79253 0.22622
N 0.34030 3.00997 -0.95298
C -0.16762 3.79462 -2.10162
H -0.71698 3.54583 -4.14825
H 0.89485 2.96120 -3.77718
H -0.52228 0.98740 -4.07487
H -1.77103 1.65526 -3.01972
H -0.12783 -0.00139 -1.94010
H 1.73073 0.97602 1.93600
H 0.17401 1.76611 1.98931
H 2.65960 2.88492 0.57482
H 1.88412 3.52104 2.01955
H 1.22151 4.69820 -0.14336
H -0.15445 4.09403 0.77120
H 0.46054 4.68176 -2.16771
H -1.17662 4.13261 -1.84949
*
```

HOMO (alpha / beta)	-18.31 / -18.31	eV
LUMO (alpha / beta)	-11.8 / -12.7	eV
frontier orbital gap (alpha / beta)	6.51 / 5.57	eV

Which charges does natural (NBO) predict for the atoms? In e, they are: atom 1 (Ir): 1.281, atom 2 (N): -0.437, atom 3 (C): -0.006, atom 4 (C): -0.066, atom 5 (N): -0.531, atom 6 (C): 0.394, atom 7 (C): 0.291, atom 8 (N): -0.464, atom 9 (C): -0.030, atom 10 (C): -0.001, atom 11 (N): -0.430, atom 12 (H): 0.471, atom 13 (H): 0.286, atom 14 (H): 0.243, atom 15 (H): 0.250, atom 16 (H): 0.284, atom 17 (H): 0.467, atom 18 (F): -0.249, atom 19 (C): 0.814, atom 20 (F): -0.289, atom 21 (F): -0.262, atom 22 (S): 2.180, atom 23 (O): -0.883, atom 24 (O): -0.896, atom 25 (N): -1.135, atom 26 (S): 2.179, atom 27 (O): -0.893, atom 28 (O): -0.773, atom 29 (C): 0.791, atom 30 (F): -0.265, atom 31 (F): -0.306, atom 32 (F): -0.256, atom 33 (C): -0.440, atom 34 (C): -0.225, atom 35 (N): -0.521, atom 36 (C): 0.618, atom 37 (N): -0.236, atom 38 (C): -0.289, atom 39 (C): -0.439, atom 40 (C): -0.222, atom 41 (N): -0.284, atom 42 (C): -0.223, atom 43 (H): 0.280, atom 44 (H): 0.239, atom 45 (H): 0.255, atom 46 (H): 0.234, atom 47 (H): 0.427, atom 48 (H): 0.261, atom 49 (H): 0.289, atom 50 (H): 0.228, atom 51 (H): 0.285, atom 52 (H): 0.260, atom 53 (H): 0.242, atom 54 (H): 0.253, atom 55 (H): 0.249

---

two.
C15H19F6IrN8O4S2 as an isolated structure. Source: the OMol25 dataset; level of theory: the ωB97M-V functional and the def2-TZVPD basis.

Geometry as ORCA input:
```
! wB97M-V def2-TZVPD RIJCOSX def2/J DEFGRID3
* xyz 3 2
Ir -0.17147 0.26187 -0.44617
N 0.48620 4.21865 0.32463
C 1.76645 3.82763 0.67184
C 1.78034 2.47578 0.65959
N 0.50994 2.03814 0.30970
C -0.23167 3.12267 0.11252
C -1.57467 2.83678 -0.26637
N -1.80720 1.55908 -0.51694
C -3.17190 1.43774 -0.72994
C -3.73063 2.66848 -0.61660
N -2.70585 3.54027 -0.32630
H 0.18201 5.17856 0.23150
H 2.54994 4.53199 0.89516
H 2.59224 1.81580 0.88851
H -3.65764 0.50465 -0.94294
H -4.75623 2.98411 -0.70884
H -2.81684 4.53237 -0.16556
F 4.52847 -1.46362 0.68644
C 4.23775 -0.60499 -0.24873
F 4.42759 0.63405 0.16008
F 4.86017 -0.84137 -1.36451
S 2.38893 -0.73236 -0.59688
O 1.97725 0.46934 -1.35828
O 1.56195 -0.75367 0.63568
N 2.22121 -2.05821 -1.38908
S 0.70927 -2.45128 -1.60443
O -0.11451 -1.21690 -1.96966
O 0.10916 -3.21552 -0.55274
C 0.68854 -3.50151 -3.15000
F -0.60356 -3.69738 -3.38435
F 1.25062 -2.86450 -4.13775
F 1.28592 -4.62200 -2.86629
C -4.54587 -3.18961 -1.18040
C -3.68472 -2.39908 -2.13850
N -2.76064 -1.55562 -1.36056
C -2.34678 -1.82879 -0.13025
N -1.44453 -0.93399 0.48407
C -1.03758 -1.14696 1.87047
C -2.01557 -1.98109 2.66574
C -2.32331 -3.22898 1.88187
N -2.79248 -2.87516 0.53270
C -3.66280 -3.85671 -0.14434
H -5.11679 -3.94761 -1.71235
H -5.25891 -2.52687 -0.68611
H -4.28425 -1.75031 -2.77462
H -3.11570 -3.05425 -2.79854
H -2.25531 -0.84512 -1.86183
H -0.86134 -0.16796 2.31893
H -0.05954 -1.64581 1.83017
H -2.92880 -1.41442 2.85937
H -1.57284 -2.24169 3.62538
H -3.09722 -3.81688 2.36826
H -1.44006 -3.86673 1.78346
H -4.26326 -4.34785 0.61777
H -3.02688 -4.62343 -0.59628
*
```

HOMO (alpha / beta)	-18.26 / -18.26	eV
LUMO (alpha / beta)	-10.9 / -12.6	eV
frontier orbital gap (alpha / beta)	7.40 / 5.64	eV

Which charges does natural (NBO) predict for the atoms? In e, they are: atom 1 (Ir): 1.330, atom 2 (N): -0.436, atom 3 (C): -0.008, atom 4 (C): -0.042, atom 5 (N): -0.458, atom 6 (C): 0.333, atom 7 (C): 0.331, atom 8 (N): -0.437, atom 9 (C): -0.085, atom 10 (C): 0.001, atom 11 (N): -0.443, atom 12 (H): 0.468, atom 13 (H): 0.284, atom 14 (H): 0.260, atom 15 (H): 0.249, atom 16 (H): 0.282, atom 17 (H): 0.469, atom 18 (F): -0.250, atom 19 (C): 0.856, atom 20 (F): -0.278, atom 21 (F): -0.241, atom 22 (S): 2.122, atom 23 (O): -0.894, atom 24 (O): -0.909, atom 25 (N): -1.115, atom 26 (S): 2.156, atom 27 (O): -0.928, atom 28 (O): -0.894, atom 29 (C): 0.828, atom 30 (F): -0.292, atom 31 (F): -0.253, atom 32 (F): -0.248, atom 33 (C): -0.436, atom 34 (C): -0.223, atom 35 (N): -0.543, atom 36 (C): 0.631, atom 37 (N): -0.219, atom 38 (C): -0.280, atom 39 (C): -0.433, atom 40 (C): -0.222, atom 41 (N): -0.292, atom 42 (C): -0.224, atom 43 (H): 0.282, atom 44 (H): 0.231, atom 45 (H): 0.249, atom 46 (H): 0.233, atom 47 (H): 0.434, atom 48 (H): 0.254, atom 49 (H): 0.282, atom 50 (H): 0.236, atom 51 (H): 0.281, atom 52 (H): 0.258, atom 53 (H): 0.243, atom 54 (H): 0.257, atom 55 (H): 0.243

---

Relative energy of each structure, in eV: one 0.703; two 0.000.

---

one.
A 3-piece molecular cluster, C7H16O overall. Source: the OMol25 dataset; level of theory: the ωB97M-V functional and the def2-TZVPD basis.

Geometry as ORCA input:
```
! wB97M-V def2-TZVPD RIJCOSX def2/J DEFGRID3
* xyz 0 1
C -0.72411 -0.02520 0.42374
C 0.53927 -0.20815 -0.17847
C -1.49367 -0.79004 -1.42647
C -1.42415 1.29924 0.54192
C 1.13723 -1.59170 -0.24960
C 1.35020 0.60391 1.62223
C 1.09635 0.76648 -1.18186
O -1.11476 -0.96261 1.33498
H -1.69586 -0.56332 1.99072
H -2.49663 1.13683 0.41732
H -1.25456 1.72890 1.53043
H -2.10675 0.01704 -1.81978
H -2.09676 -1.58317 -0.99438
H -0.88992 -1.18202 -2.23883
H -1.10808 2.01026 -0.21307
H 0.86650 0.43569 -2.19521
H 1.16256 -1.93317 -1.28434
H 0.58331 -2.31093 0.34688
H 2.16700 -1.56175 0.10836
H 1.03856 0.04836 2.50227
H 1.16148 1.67234 1.69176
H 2.39854 0.41835 1.40580
H 2.18181 0.79624 -1.07922
H 0.72246 1.77843 -1.05517
*
```

HOMO	-6.85	eV
LUMO	0.7	eV
frontier orbital gap	7.57	eV

Which charges does natural (NBO) predict for the atoms? In e, they are: atom 1 (C): 0.451, atom 2 (C): 0.117, atom 3 (C): -0.769, atom 4 (C): -0.687, atom 5 (C): -0.661, atom 6 (C): -0.727, atom 7 (C): -0.651, atom 8 (O): -0.708, atom 9 (H): 0.483, atom 10 (H): 0.229, atom 11 (H): 0.219, atom 12 (H): 0.183, atom 13 (H): 0.195, atom 14 (H): 0.188, atom 15 (H): 0.236, atom 16 (H): 0.219, atom 17 (H): 0.216, atom 18 (H): 0.238, atom 19 (H): 0.224, atom 20 (H): 0.195, atom 21 (H): 0.184, atom 22 (H): 0.188, atom 23 (H): 0.225, atom 24 (H): 0.215

---

two.
A 2-piece molecular cluster, C7H16O overall. Source: the OMol25 dataset; level of theory: the ωB97M-V functional and the def2-TZVPD basis.

Geometry as ORCA input:
```
! wB97M-V def2-TZVPD RIJCOSX def2/J DEFGRID3
* xyz 0 1
C 1.25100 1.54500 -1.04501
C 0.37759 0.49065 -1.70535
C 0.42058 -0.83609 -0.92549
C -0.36496 -0.75296 0.36397
C -1.67857 -0.58387 0.41189
C 0.41809 -0.90931 1.66169
C 1.16194 -2.26180 1.75361
H 2.29710 1.25556 -0.99439
H 0.86144 1.82030 -0.06683
H 1.22775 2.45475 -1.65359
H -0.65518 0.79235 -1.88124
H 0.73306 0.26472 -2.71207
H 0.11899 -1.70650 -1.50225
H 1.47221 -0.96173 -0.67346
H -2.22099 -0.45979 -0.51136
H -2.35034 -0.53942 1.25388
H -0.35898 -0.99355 2.41310
H 1.01419 -0.04803 1.94538
H 1.12496 -2.66820 2.76236
H 0.74125 -3.00042 1.07417
H 2.20728 -2.12029 1.48644
H -1.15093 1.93412 -0.01856
H -1.37606 2.82274 -1.23173
O -1.70298 2.64326 -0.34463
*
```

structure (SMILES)	C=C(CC)CCC.O
HOMO	-9.49	eV
LUMO	0.9	eV
frontier orbital gap	10.41	eV

Which charges does natural (NBO) predict for the atoms? In e, they are: atom 1 (C): -0.619, atom 2 (C): -0.393, atom 3 (C): -0.450, atom 4 (C): 0.042, atom 5 (C): -0.425, atom 6 (C): -0.444, atom 7 (C): -0.608, atom 8 (H): 0.212, atom 9 (H): 0.202, atom 10 (H): 0.211, atom 11 (H): 0.199, atom 12 (H): 0.204, atom 13 (H): 0.224, atom 14 (H): 0.202, atom 15 (H): 0.191, atom 16 (H): 0.208, atom 17 (H): 0.204, atom 18 (H): 0.213, atom 19 (H): 0.214, atom 20 (H): 0.209, atom 21 (H): 0.202, atom 22 (H): 0.474, atom 23 (H): 0.464, atom 24 (O): -0.935

---

Relative energy of each structure, in eV: one 3.448; two 0.000.